DFT (the ωB97M-V functional and the def2-TZVPD basis) results for an isolated molecule of C6H8N2O at a distorted geometry.

## Properties
* structure (SMILES): CC(=O)c1nccn1C
* E_tot: -11376.0421 eV
* largest force on an atom: 6.73 eV/Å
* net charge: 0
* LUMO level: 0.39 eV

Structure (XYZ):
```
17
C6H8N2O the ωB97M-V functional and the def2-TZVPD basis
C -0.740 1.954 -0.915
C 0.434 1.136 -1.307
C 0.871 0.046 -0.291
C 2.151 -1.181 0.811
C 0.825 -1.520 1.167
C -1.346 -0.709 0.595
H -1.785 1.202 -1.205
H -0.820 2.985 -1.487
H -0.783 2.324 0.046
H 3.083 -1.612 1.120
H 0.261 -2.401 1.904
H -1.942 -0.891 -0.566
H -1.712 -1.704 1.271
H -1.710 0.171 0.996
N 2.095 -0.229 -0.125
N 0.059 -0.734 0.392
O 1.059 1.163 -2.404
```

***

DFT (the ωB97M-V functional and the def2-TZVPD basis) results for a 4-piece molecular cluster, CH11N2O3 overall at a distorted geometry.

## Properties
* E_tot: -10331.9833 eV
* largest force on an atom: 1.75 eV/Å
* net charge: +1
* LUMO level: -3.35 eV

Structure (XYZ):
```
17
CH11N2O3 the ωB97M-V functional and the def2-TZVPD basis
N -0.429 0.481 1.952
C 0.822 0.384 2.289
N 1.812 -0.306 1.731
H -0.946 0.259 1.038
H -1.065 0.739 2.701
H 1.107 1.162 3.009
H 2.744 -0.034 2.000
H 1.619 -0.734 0.837
H 0.784 -2.648 -0.849
H 0.106 -3.015 -2.006
O 0.363 -2.183 -1.586
H -2.616 -0.192 -0.585
H -1.231 0.340 -0.985
O -1.795 0.131 -0.223
H -0.749 2.426 -2.609
H -0.223 1.569 -3.833
O -0.302 1.618 -2.882
```

***

DFT (the ωB97M-V functional and the def2-TZVPD basis) results for C18H50AgClN4O6 as an isolated structure at a distorted geometry.

## Properties
* E_tot: -54233.4406 eV
* largest force on an atom: 3.26 eV/Å
* net charge: +1
* LUMO level (alpha / beta): -2.88 / -7.36 eV
* 2S+1: 2

Structure (XYZ):
```
80
C18H50AgClN4O6 the ωB97M-V functional and the def2-TZVPD basis
Ag 0.857 1.822 -0.867
Cl -0.548 -0.281 0.171
C 0.042 -1.649 3.824
C 1.445 -1.948 3.366
C 1.691 -3.299 2.635
O 3.009 -3.341 2.118
C 3.384 -4.564 1.456
N 1.860 -0.872 2.459
H -0.627 -1.445 2.988
H -0.051 -0.790 4.488
H -0.437 -2.496 4.315
H 2.071 -2.040 4.254
H 0.936 -3.536 1.885
H 1.653 -4.070 3.405
H 2.831 -4.626 0.518
H 3.091 -5.376 2.120
H 4.447 -4.613 1.221
H 1.158 -0.754 1.743
H 2.545 -1.377 1.915
C -4.490 0.862 -3.975
C -4.034 1.262 -2.558
C -5.217 1.063 -1.586
O -4.871 1.341 -0.237
C -4.447 0.255 0.547
N -2.928 0.371 -2.312
H -4.893 -0.138 -3.818
H -3.608 0.749 -4.605
H -5.126 1.599 -4.466
H -3.622 2.268 -2.468
H -5.778 0.137 -1.712
H -5.968 1.826 -1.791
H -4.240 0.756 1.493
H -3.560 -0.221 0.130
H -5.209 -0.524 0.519
H -2.826 0.353 -1.307
H -3.282 -0.564 -2.456
C 3.914 -1.570 -1.103
C 3.058 -0.398 -0.606
C 3.854 0.578 0.317
O 3.100 1.698 0.647
C 3.878 2.789 1.284
N 2.497 0.274 -1.706
H 4.313 -2.138 -0.263
H 4.659 -1.097 -1.743
H 3.301 -2.323 -1.598
H 2.217 -0.811 -0.049
H 4.726 0.927 -0.236
H 4.146 0.171 1.285
H 4.315 2.400 2.204
H 3.245 3.646 1.513
H 4.617 3.283 0.652
H 3.295 0.556 -2.257
H 2.082 -0.388 -2.345
C -0.903 3.778 2.867
C -0.870 3.238 1.418
C -1.273 4.160 0.279
O -1.100 3.518 -1.020
C -1.423 4.487 -2.099
N 0.498 2.878 1.131
H -0.896 2.929 3.551
H -1.810 4.363 3.017
H -0.035 4.383 3.128
H -1.456 2.322 1.347
H -0.754 5.118 0.282
H -2.330 4.403 0.386
H -0.524 5.040 -2.373
H -2.161 5.241 -1.825
H -1.756 3.976 -3.002
H 0.856 2.415 1.954
H 0.998 3.744 1.268
C 0.136 -3.672 -1.421
C 0.206 -4.359 -2.771
O -0.553 -5.528 -2.769
O -1.196 -3.117 -1.222
H 0.849 -2.847 -1.431
H 0.402 -4.345 -0.606
H 1.263 -4.530 -2.971
H -0.257 -3.676 -3.484
H -1.386 -5.312 -2.344
H -0.994 -2.339 -0.698
```